# 1
{
  "formula": "C39H32N2O3OsPS",
  "method": "ωB97M-V/def2-TZVPD",
  "elements": ["Os", "C", "C", "C", "C", "C", "C", "C", "P", "C", "C", "C", "C", "C", "C", "C", "C", "C", "C", "C", "C", "C", "C", "H", "H", "H", "H", "H", "H", "H", "H", "H", "H", "H", "H", "H", "H", "H", "H", "H", "H", "H", "H", "C", "C", "C", "C", "N", "C", "C", "C", "C", "C", "C", "C", "H", "H", "H", "H", "H", "H", "H", "H", "O", "S", "O", "N", "C", "O", "C", "C", "C", "C", "C", "C", "H", "H", "H", "H"],
  "positions_angstrom": [[-0.887166, -0.257481, -0.852800], [-1.550772, 3.570561, 1.183671], [-1.810281, 2.836675, 2.460266], [-2.395016, 3.505583, 3.529304], [-2.647853, 2.862305, 4.727044], [-2.325833, 1.522861, 4.868971], [-1.730393, 0.843176, 3.823717], [-1.457454, 1.491409, 2.619468], [-0.526355, 0.612360, 1.306771], [-0.025961, -0.962389, 2.119544], [1.278111, -1.181153, 2.548645], [1.661621, -2.415607, 3.041736], [0.744048, -3.446418, 3.112908], [-0.554234, -3.239466, 2.681689], [-0.953986, -2.016383, 2.160425], [-2.343551, -1.861171, 1.615729], [0.981884, 1.643187, 1.220330], [1.614277, 1.957002, 2.412991], [2.852341, 2.582248, 2.442368], [3.516869, 2.852461, 1.245472], [2.903984, 2.595747, 0.050549], [1.575739, 2.068799, -0.018179], [0.943306, 2.091388, -1.243303], [-2.336836, 4.299718, 0.996163], [-1.501937, 2.880596, 0.339441], [-0.605864, 4.111705, 1.249412], [-2.645529, 4.550426, 3.418334], [-3.089423, 3.403735, 5.548629], [-2.522739, 1.007904, 5.795882], [-1.463578, -0.195898, 3.950121], [2.010334, -0.391298, 2.474810], [2.680382, -2.568959, 3.360808], [1.039185, -4.416542, 3.480660], [-1.270645, -4.046003, 2.738326], [-2.981042, -2.676232, 1.951922], [-2.321159, -1.897086, 0.509312], [-2.799402, -0.917109, 1.918730], [1.130668, 1.691731, 3.343304], [3.300947, 2.842391, 3.388101], [4.509852, 3.275674, 1.269683], [3.395357, 2.831935, -0.881432], [1.492746, 2.425647, -2.108093], [-0.133443, 1.961850, -1.375542], [-0.277977, -2.177066, -4.714584], [-1.221989, -1.539842, -5.509834], [-2.117898, -0.670262, -4.916457], [-2.054141, -0.445791, -3.543611], [-1.082510, -1.015857, -2.792930], [-0.236504, -1.870859, -3.366511], [-3.000746, 0.357190, -2.772060], [-4.172236, 0.874066, -3.315249], [-5.067474, 1.558912, -2.515967], [-4.800137, 1.716928, -1.164272], [-3.632877, 1.207225, -0.619405], [-2.685084, 0.522608, -1.392112], [0.419729, -2.888931, -5.126731], [-1.263125, -1.726249, -6.570698], [-2.858662, -0.159009, -5.509063], [0.499076, -2.352204, -2.735350], [-4.391147, 0.734627, -4.361751], [-5.973927, 1.956952, -2.943848], [-5.506975, 2.239788, -0.537594], [-3.456866, 1.346336, 0.440461], [4.032783, -3.737162, -0.183157], [2.509828, -4.568075, -0.142788], [2.280775, -5.103122, -1.460200], [1.516623, -3.229489, -0.031420], [1.769579, -2.078614, -0.565552], [0.918827, -1.131294, -0.544691], [3.060900, -1.822555, -1.243940], [3.209158, -0.738732, -2.107215], [4.408913, -0.509012, -2.744484], [5.480959, -1.364136, -2.520838], [5.350287, -2.447124, -1.674608], [4.139891, -2.689837, -1.022331], [2.359492, -0.086683, -2.266814], [4.509660, 0.327165, -3.418676], [6.417764, -1.188634, -3.028566], [6.164829, -3.131134, -1.503041]],
  "forces_ev_per_angstrom": [[0.2, 0.9, 0.0], [0.1, 0.1, -0.1], [-0.1, -0.1, 0.1], [0.0, 0.0, 0.0], [0.1, 0.0, 0.0], [0.0, 0.0, 0.1], [0.0, -0.1, -0.1], [-0.1, 0.0, -0.2], [0.1, -0.9, -0.3], [0.3, 0.1, 0.1], [-0.1, 0.1, 0.1], [0.1, 0.0, 0.1], [0.0, 0.1, 0.0], [0.0, 0.1, 0.0], [0.0, 0.2, 0.0], [0.0, -0.1, -0.2], [0.1, 0.1, 0.1], [-0.3, 0.2, -0.1], [0.0, 0.0, -0.4], [0.2, 0.2, 0.3], [-0.5, -0.1, -0.4], [0.6, -0.4, 1.2], [-1.3, 0.0, -0.1], [0.0, 0.0, -0.1], [0.0, 0.1, -0.1], [0.1, 0.1, -0.1], [-0.1, 0.1, 0.0], [-0.1, 0.1, 0.1], [0.0, -0.1, 0.1], [0.0, 0.0, 0.0], [0.1, -0.1, 0.0], [0.1, 0.0, 0.0], [0.0, -0.1, 0.1], [-0.1, -0.1, 0.0], [-0.1, 0.0, 0.0], [-0.1, 0.0, 0.3], [-0.1, 0.0, -0.1], [0.0, 0.0, 0.1], [0.1, -0.1, 0.1], [0.0, 0.1, 0.0], [0.1, 0.1, -0.1], [0.2, -0.4, -0.3], [0.3, 0.6, 0.2], [-0.2, 0.2, -0.1], [0.2, -0.1, 0.2], [0.0, 0.0, 0.3], [0.1, -0.2, -0.4], [0.2, -0.2, -0.4], [0.3, -0.4, -0.3], [-0.1, 0.1, 0.3], [0.4, -0.1, -0.1], [0.1, 0.0, 0.1], [0.0, 0.0, 0.2], [0.0, 0.2, 0.2], [0.2, -0.1, -0.1], [0.1, 0.0, 0.0], [0.0, 0.0, -0.1], [-0.1, 0.0, 0.0], [-0.1, 0.1, 0.1], [-0.1, 0.0, -0.1], [-0.1, 0.0, 0.0], [-0.1, 0.0, 0.1], [0.0, 0.0, 0.1], [-0.2, -0.6, 0.2], [0.0, 1.9, 0.0], [0.1, -0.4, -0.4], [-0.4, -0.4, 0.3], [1.5, -1.5, -0.4], [-1.5, 1.0, 0.0], [-0.2, 0.1, 0.2], [0.1, -0.1, 0.1], [-0.1, 0.2, -0.1], [0.0, -0.1, 0.1], [-0.1, -0.1, 0.2], [-0.2, 0.5, -0.5], [0.0, 0.0, 0.0], [0.0, 0.1, -0.1], [0.1, 0.0, 0.0], [0.1, -0.1, 0.0]],
  "e_tot_ev": -72667.648,
  "lumo_ha": [-0.201, -0.201],
  "orbital_gap_ev": [5.4, 5.4],
  "total_charge": 1
}


# 2
{
  "formula": "C39H33AsCl3F10N6O9SSi2TeTi",
  "method": "ωB97M-V/def2-TZVPD",
  "elements": ["Ti", "C", "C", "C", "C", "C", "C", "C", "S", "O", "O", "N", "C", "C", "C", "C", "C", "N", "H", "H", "H", "H", "H", "H", "H", "H", "H", "H", "H", "O", "C", "C", "O", "C", "C", "O", "C", "O", "O", "F", "As", "F", "F", "F", "F", "F", "F", "C", "C", "F", "C", "C", "C", "F", "C", "C", "C", "N", "C", "N", "F", "C", "C", "N", "C", "N", "C", "Si", "C", "C", "C", "Te", "C", "Si", "C", "C", "C", "H", "H", "H", "H", "H", "H", "H", "H", "H", "H", "H", "H", "H", "H", "H", "H", "H", "H", "H", "H", "H", "H", "Cl", "C", "Cl", "Cl", "C", "O", "O"],
  "positions_angstrom": [[0.092981, 1.195345, 0.406356], [-0.888593, 4.299723, 6.331150], [-0.037040, 3.521052, 5.365355], [0.344090, 4.083229, 4.153529], [1.120342, 3.378405, 3.248399], [1.489863, 2.076623, 3.550731], [1.142212, 1.503587, 4.768963], [0.386965, 2.230539, 5.668854], [2.581371, 1.170598, 2.509685], [3.357858, 2.102023, 1.729968], [3.322085, 0.279765, 3.377308], [1.607727, 0.246280, 1.543845], [2.285959, -0.761833, 0.820045], [3.686505, -0.879910, 0.723329], [4.212299, -1.854014, -0.093307], [3.369652, -2.706474, -0.801623], [2.015422, -2.537950, -0.623765], [1.492558, -1.619922, 0.189574], [-1.635993, 4.884108, 5.794161], [-0.279225, 4.991593, 6.918255], [-1.406928, 3.632441, 7.019409], [0.030543, 5.091118, 3.907350], [1.438032, 3.832666, 2.322536], [1.479783, 0.502278, 4.998257], [0.107322, 1.784727, 6.616567], [4.332473, -0.194274, 1.246094], [5.287004, -1.927497, -0.206346], [3.752711, -3.450577, -1.486162], [1.294212, -3.156211, -1.151143], [-1.875195, 2.895323, -5.003909], [-1.509607, 2.132982, -4.145119], [-1.933301, 0.653153, -4.057384], [-2.366062, -0.033763, -4.943789], [-1.877257, 0.278302, -2.597342], [-1.577859, 1.393035, -1.860648], [-1.460288, 1.329563, -0.509715], [-1.217743, 2.550637, -2.685471], [-0.793259, 3.618009, -2.309497], [-2.134505, -0.911514, -2.158772], [-0.952479, 0.713118, 2.198528], [-2.686142, 1.358317, 2.492984], [-2.078908, 1.816409, 4.044887], [-3.075012, -0.188627, 3.174206], [-4.176815, 2.114104, 2.899236], [-3.374889, 0.769125, 1.038068], [-2.053505, 2.797226, 1.805561], [4.754543, 0.283530, -2.393495], [3.647484, 0.547689, -3.230705], [3.761071, -0.406785, -4.368772], [3.489443, -1.656639, -4.066176], [4.204779, -0.062932, -5.641298], [4.411996, 1.329207, -5.850759], [4.162180, 2.292041, -4.869653], [4.392278, 3.546399, -5.237650], [3.715370, 1.981836, -3.623054], [3.425567, 2.969893, -2.528380], [1.759229, 3.209766, -0.531044], [0.809590, 2.855553, 0.228002], [3.025992, 4.279109, -3.083202], [2.739045, 5.288512, -3.543933], [4.857424, 1.747752, -7.027829], [4.438842, -1.025468, -6.648691], [4.414050, -2.430917, -6.405184], [4.440659, -3.575981, -6.284521], [4.794500, -0.702292, -7.991125], [5.081986, -0.537669, -9.094233], [-5.091623, -0.228953, -1.630629], [-5.011961, -1.712305, -0.521103], [-6.127068, -3.031975, -1.278235], [-5.720847, -1.376013, 1.175598], [-3.358129, -2.607546, -0.394968], [-1.488005, -1.680501, 0.029627], [-0.911532, -3.512994, 1.000746], [-1.152106, -3.491143, 2.862992], [-0.306277, -5.056983, 3.484105], [-2.963323, -3.635926, 3.295701], [-0.324058, -2.054553, 3.717675], [-6.134725, -0.003011, -1.870047], [-4.554559, -0.417243, -2.561290], [-4.646794, 0.652051, -1.163654], [-7.139150, -2.642979, -1.422785], [-6.197613, -3.916463, -0.637818], [-5.752903, -3.354540, -2.253847], [-6.795420, -1.186654, 1.097042], [-5.263038, -0.511701, 1.653893], [-5.578157, -2.235750, 1.836651], [-3.156177, -3.061705, -1.369332], [-3.467445, -3.403538, 0.344790], [0.150886, -3.679093, 0.821442], [-1.471585, -4.326872, 0.538187], [-0.657110, -5.946009, 2.952198], [-0.498947, -5.204986, 4.550942], [0.776377, -4.988771, 3.346708], [-3.401672, -4.532642, 2.848067], [-3.526256, -2.765087, 2.949982], [-3.089584, -3.701212, 4.379544], [0.423768, -1.580142, 3.075706], [0.185431, -2.405598, 4.619034], [-1.041853, -1.286092, 4.007755], [0.850276, 1.416492, -4.590576], [2.403367, 2.427885, -1.573125], [5.059248, 3.293233, -1.687707], [2.423442, 4.819839, -0.244832], [1.950513, 1.133245, -1.737258], [2.531311, 0.202668, -2.506640], [0.907909, 0.658133, -1.182032]],
  "forces_ev_per_angstrom": [[-0.4, 1.0, 0.9], [0.0, 0.0, 0.0], [0.0, 0.0, 0.0], [0.0, 0.0, 0.0], [0.0, 0.0, 0.0], [-0.1, 0.0, 0.1], [0.0, 0.0, -0.1], [0.0, 0.0, 0.0], [0.4, -0.5, 0.0], [-0.1, 0.1, 0.0], [-0.1, 0.0, 0.1], [0.7, 0.0, -0.3], [0.3, 0.0, 0.6], [-0.1, 0.1, -0.1], [0.0, 0.0, 0.0], [0.0, 0.0, 0.0], [0.0, 0.0, 0.1], [-0.3, 0.0, 0.0], [0.0, 0.0, 0.0], [0.0, 0.0, 0.0], [0.0, 0.0, 0.0], [0.0, 0.0, 0.0], [0.0, 0.0, 0.0], [0.0, 0.0, 0.0], [0.0, 0.0, 0.0], [0.0, 0.0, 0.0], [0.0, 0.0, 0.0], [0.0, 0.0, 0.0], [0.0, 0.0, 0.0], [0.3, -0.1, -0.1], [-1.3, 0.3, 0.4], [0.2, -0.1, 0.0], [0.0, 0.0, 0.0], [-0.1, -0.3, 0.1], [-0.2, 0.0, 0.0], [0.2, 0.1, -0.8], [0.4, -0.2, 0.0], [-0.1, 0.1, 0.0], [0.2, 0.3, 0.0], [-0.8, 0.1, -0.6], [0.0, 0.4, 1.4], [0.1, 0.0, 0.0], [0.0, -0.1, 0.0], [-0.2, -0.2, -0.1], [0.3, 0.1, -0.2], [-0.1, 0.0, -0.3], [0.1, -0.1, 0.0], [0.1, 0.1, 0.0], [-0.1, 0.2, -0.1], [0.0, -0.1, 0.0], [-0.1, 0.1, 0.0], [-0.1, 0.0, 0.2], [0.1, -0.1, -0.1], [0.0, 0.1, 0.0], [-0.1, 0.0, 0.1], [-0.1, 0.1, 0.1], [0.2, 0.1, -0.2], [0.3, -0.5, -0.2], [-0.1, -0.1, -0.1], [0.0, 0.0, 0.0], [0.0, 0.0, -0.1], [0.1, -0.2, -0.1], [-0.1, 0.2, -0.1], [0.0, 0.0, 0.0], [-0.1, 0.0, 0.1], [0.0, 0.0, 0.0], [0.1, 0.2, 0.0], [-0.2, -0.2, -0.1], [0.0, -0.1, -0.1], [0.1, 0.1, 0.1], [0.1, 0.2, 0.0], [-0.7, -0.7, -0.3], [0.3, 0.1, -0.1], [0.2, -0.4, 0.3], [0.0, -0.1, 0.0], [-0.1, 0.1, -0.1], [0.0, 0.2, -0.1], [0.0, 0.0, 0.1], [-0.1, 0.0, 0.0], [0.0, 0.0, 0.0], [0.0, 0.0, 0.0], [0.0, 0.0, 0.0], [0.0, 0.0, 0.0], [0.0, 0.0, 0.0], [0.0, 0.0, 0.0], [-0.1, 0.0, 0.0], [0.0, 0.0, 0.0], [0.0, 0.0, 0.0], [0.0, 0.0, 0.0], [0.0, 0.0, 0.0], [0.0, 0.0, 0.0], [0.0, 0.0, 0.0], [0.0, 0.0, 0.0], [0.0, 0.0, 0.0], [0.0, 0.0, 0.0], [0.0, 0.0, 0.0], [0.0, 0.0, 0.0], [0.0, 0.0, 0.0], [0.0, 0.0, 0.0], [0.4, -0.1, -0.2], [0.0, 0.1, 0.1], [0.0, 0.0, 0.0], [-0.1, -0.1, 0.0], [-0.1, 0.3, -0.3], [0.1, -0.1, 0.3], [0.4, -0.2, -0.2]],
  "e_tot_ev": -250932.994,
  "lumo_ha": [0.124, 0.036],
  "e_above_lowest_kcal_mol": 66.8,
  "spin_multiplicity": 4,
  "orbital_gap_ev": [6.8, 4.5],
  "s2": 3.827,
  "total_charge": -2
}